# C25H61N4Na2O11

A structure of composition C25H61N4Na2O11 at a distorted geometry (the ωB97M-V functional and the def2-TZVPD basis, the Open Molecules 2025 dataset).

Last column: Löwdin charge in e.
Geometry (Å):
Na (1.3270, -2.8410, 2.0966)  0.69
Na (-0.1029, -2.9935, -1.5166)  0.74
O (-1.5925, 0.2580, 1.4079)  0.07
C (-0.6866, -0.7509, 1.3592)  -0.78
O (-0.7908, -1.6704, 0.5054)  -0.07
O (0.2868, -0.7441, 2.1489)  -0.06
H (-1.0579, 0.8942, 1.9258)  0.13
C (-0.7225, 0.4970, -2.0761)  -0.06
O (0.0123, -0.6408, -2.5182)  -0.25
C (1.0011, -0.3923, -3.5232)  -0.19
C (0.2799, -0.4042, -4.8771)  -0.20
N (1.1721, -0.2204, -6.0163)  -0.07
C (2.2497, -1.1895, -6.1641)  -0.21
C (3.0525, -0.7816, -7.4190)  -0.22
O (2.3011, -0.9888, -8.5893)  -0.19
C (2.1541, -2.3628, -8.9499)  -0.08
H (-1.3994, 0.2389, -1.2649)  0.06
H (-1.3697, 0.8680, -2.8742)  0.08
H (0.0037, 1.2327, -1.7252)  0.09
H (1.6491, -1.2674, -3.5538)  0.11
H (1.5130, 0.5618, -3.3867)  0.14
H (-0.5306, 0.3184, -4.8756)  0.12
H (-0.1275, -1.4259, -4.9740)  0.12
H (0.6544, -0.0853, -6.8729)  0.12
H (1.8843, -2.2178, -6.2649)  0.10
H (2.9051, -1.0402, -5.3048)  0.11
H (4.0164, -1.2994, -7.4668)  0.12
H (3.2381, 0.2879, -7.3382)  0.13
H (3.1593, -2.7851, -9.0283)  0.09
H (1.6279, -2.3904, -9.8943)  0.09
H (1.6557, -2.9266, -8.1611)  0.07
C (-4.7989, 0.1310, -3.2812)  -0.09
O (-5.3468, 0.1701, -1.9752)  -0.21
C (-4.4505, 0.3357, -0.8884)  -0.22
C (-5.3012, 0.3660, 0.3803)  -0.17
N (-4.5039, 0.7601, 1.5566)  -0.08
C (-4.8496, 2.0520, 2.1356)  -0.21
C (-4.1127, 2.3515, 3.4442)  -0.21
O (-4.6385, 3.5149, 4.0559)  -0.18
C (-4.4089, 4.7212, 3.3743)  -0.13
H (-5.4769, 0.6227, -3.9809)  0.09
H (-4.8527, -0.9062, -3.6297)  0.08
H (-3.8132, 0.5944, -3.2475)  0.07
H (-3.9664, 1.3126, -1.0187)  0.13
H (-3.7225, -0.4818, -0.9310)  0.12
H (-5.6309, -0.6236, 0.7018)  0.11
H (-6.1474, 1.0272, 0.2110)  0.12
H (-3.5097, 0.5871, 1.4608)  0.06
H (-5.9210, 2.0446, 2.3497)  0.13
H (-4.6852, 2.8320, 1.3761)  0.11
H (-3.0231, 2.3580, 3.3120)  0.12
H (-4.3592, 1.6062, 4.2014)  0.11
H (-5.2297, 4.8919, 2.6632)  0.09
H (-3.5293, 4.7435, 2.7143)  0.09
H (-4.3010, 5.5624, 4.0560)  0.09
C (1.6871, 2.9892, 0.9919)  -0.13
O (2.4780, 4.1119, 0.7806)  -0.17
C (3.6744, 3.8511, 0.1024)  -0.24
C (4.6001, 5.0664, 0.0805)  -0.18
N (5.1298, 5.4904, 1.3770)  -0.07
C (6.1963, 4.6993, 2.0166)  -0.19
C (7.2186, 4.1480, 1.0321)  -0.25
O (6.8059, 2.8934, 0.5317)  -0.19
C (7.6125, 2.4940, -0.5609)  -0.11
H (0.7999, 3.2143, 1.5914)  0.09
H (2.1584, 2.3233, 1.7311)  0.09
H (1.3845, 2.4645, 0.0839)  0.07
H (3.4734, 3.5206, -0.9323)  0.12
H (4.1768, 2.9699, 0.5282)  0.11
H (4.0749, 5.9421, -0.3020)  0.12
H (5.4779, 4.8402, -0.5148)  0.10
H (4.3746, 5.6817, 2.0206)  0.10
H (5.7585, 3.8645, 2.5795)  0.12
H (6.6860, 5.3580, 2.7344)  0.11
H (8.1591, 4.0663, 1.5874)  0.12
H (7.4221, 4.9230, 0.2870)  0.12
H (7.0768, 1.6727, -1.0395)  0.08
H (8.5628, 2.0646, -0.2275)  0.09
H (7.8026, 3.2914, -1.2805)  0.09
C (-3.5148, -0.9304, 5.6414)  -0.09
O (-2.7809, -2.1430, 5.6419)  -0.18
C (-2.1335, -2.3856, 4.4333)  -0.24
C (-1.1598, -3.5471, 4.6571)  -0.16
N (-0.5427, -3.9648, 3.3839)  -0.09
C (-1.4222, -4.9114, 2.6543)  -0.17
C (-1.3517, -6.3724, 3.1114)  -0.23
O (-0.2581, -6.9899, 2.4673)  -0.18
C (-0.5323, -8.3774, 2.2732)  -0.10
H (-2.8694, -0.0917, 5.3562)  0.08
H (-3.8934, -0.7461, 6.6405)  0.09
H (-4.2907, -1.0009, 4.8731)  0.09
H (-1.6044, -1.4799, 4.1037)  0.12
H (-2.8130, -2.6233, 3.5995)  0.12
H (-1.7267, -4.3346, 5.1579)  0.13
H (-0.3476, -3.1402, 5.2594)  0.13
H (0.3026, -4.4562, 3.6549)  0.09
H (-1.2453, -4.7734, 1.5827)  0.11
H (-2.4288, -4.4915, 2.7009)  0.12
H (-2.3634, -6.7720, 2.9723)  0.13
H (-1.2655, -6.4457, 4.2040)  0.13
H (-1.3881, -8.5567, 1.6179)  0.09
H (-0.6847, -8.9297, 3.2022)  0.09
H (0.3391, -8.7892, 1.7633)  0.09

## Properties
HOMO energy, eV: -9.864
Frontier orbital gap, eV: 5.59
LUMO energy, eV: -4.28
Charge: +1
Energy above the lowest of the compared OMol25 structures with the same formula, charge and spin, kcal per mole: 85.0

---

# C25H61N7O9S2

A cluster of 9 separate species, C25H61N7O9S2 in total at a distorted geometry (the ωB97M-V functional and the def2-TZVPD basis, the Open Molecules 2025 dataset).

Last column: Löwdin charge in e.
Geometry (Å):
C (-21.3621, 9.3747, 5.3146)  -0.01
C (-20.8807, 9.3595, 6.6916)  -0.58
O (-19.9067, 8.6727, 7.0155)  -0.01
N (-21.4357, 10.2200, 7.5681)  0.03
C (-22.2861, 11.3583, 7.1340)  -0.07
H (-20.7201, 9.9715, 4.6290)  0.11
H (-22.3686, 9.8813, 5.2195)  0.08
H (-21.4005, 8.3105, 5.0042)  0.10
H (-21.1667, 10.2410, 8.5672)  0.09
H (-21.7899, 12.1279, 6.5506)  0.07
H (-22.6515, 11.6398, 8.1071)  0.06
H (-23.1819, 11.0614, 6.6107)  0.07
C (-10.9814, 7.9710, 11.3806)  0.00
C (-11.2140, 9.4656, 11.3573)  -0.58
O (-11.6917, 10.0451, 12.3179)  -0.01
N (-10.6686, 10.1680, 10.3524)  0.01
C (-10.6297, 11.6511, 10.3626)  -0.04
H (-10.0735, 7.6961, 11.9337)  0.09
H (-10.8642, 7.4693, 10.4115)  0.08
H (-11.8333, 7.4673, 11.8505)  0.07
H (-10.1613, 9.6653, 9.6268)  0.14
H (-11.5862, 11.9517, 10.6126)  0.02
H (-10.4439, 12.0756, 9.3656)  0.09
H (-9.8738, 11.9212, 11.1033)  0.09
C (-13.2678, 6.6248, 5.0227)  -0.02
C (-14.2664, 5.9234, 5.9002)  -0.51
O (-13.9035, 5.0247, 6.7041)  -0.02
N (-15.5910, 6.1324, 5.5909)  0.01
C (-16.8037, 5.5813, 6.2355)  -0.05
H (-13.5393, 7.1581, 4.0666)  0.10
H (-12.6286, 5.7418, 4.6991)  0.10
H (-12.5726, 7.2518, 5.5938)  0.08
H (-15.7391, 6.8709, 4.8778)  0.14
H (-16.7683, 5.6765, 7.3181)  0.07
H (-16.8506, 4.4942, 6.0493)  0.09
H (-17.6298, 6.1152, 5.8424)  0.07
C (-17.7898, 12.9254, 5.7757)  0.01
C (-19.0858, 13.0866, 6.5398)  -0.56
O (-20.0841, 13.4895, 5.9555)  0.00
N (-19.1461, 12.8177, 7.8628)  0.05
C (-18.0679, 12.3725, 8.8156)  -0.05
H (-18.0345, 12.8127, 4.7294)  0.07
H (-17.1385, 12.1137, 6.1547)  0.07
H (-17.2010, 13.8784, 5.7735)  0.10
H (-20.0580, 12.8394, 8.3381)  0.11
H (-18.4834, 12.3498, 9.7785)  0.02
H (-17.1998, 13.0900, 8.8208)  0.10
H (-17.6757, 11.4043, 8.6838)  0.05
C (-23.0172, 8.6108, 11.4218)  -0.01
C (-21.5045, 8.2060, 11.4107)  -0.54
O (-20.8737, 8.1636, 12.4472)  0.03
N (-20.9896, 7.9745, 10.1490)  -0.02
C (-19.6978, 7.4924, 9.8952)  -0.11
H (-23.5789, 7.7454, 11.1330)  0.06
H (-23.0501, 9.4811, 10.6974)  0.07
H (-23.3482, 9.0430, 12.3823)  0.08
H (-21.5770, 8.3130, 9.3688)  0.13
H (-19.7462, 7.1232, 8.8529)  0.08
H (-19.3455, 6.7381, 10.5921)  0.09
H (-19.0061, 8.3590, 9.9137)  0.09
C (-15.1044, 4.8270, 11.8086)  0.00
C (-14.3875, 5.3115, 10.5536)  -0.55
O (-13.6196, 6.2702, 10.5870)  0.01
N (-14.7491, 4.6662, 9.4464)  0.02
C (-15.2808, 3.3203, 9.4480)  -0.09
H (-15.7568, 5.6539, 11.9124)  0.07
H (-14.4904, 4.8114, 12.6976)  0.08
H (-15.5830, 3.7759, 11.8062)  0.10
H (-14.3356, 4.8966, 8.5619)  0.07
H (-16.2837, 3.2319, 9.8495)  0.08
H (-14.5763, 2.6661, 9.9907)  0.09
H (-15.1540, 2.9865, 8.3887)  0.10
C (-15.9128, 8.8800, 7.4594)  0.02
C (-15.0369, 9.9564, 6.8400)  -0.58
O (-14.6511, 9.7234, 5.6886)  0.00
N (-14.7124, 11.0061, 7.5416)  0.03
C (-13.5369, 11.8530, 7.2639)  -0.02
H (-16.7908, 8.7421, 6.8946)  0.05
H (-16.2145, 9.0111, 8.5212)  0.07
H (-15.3280, 7.9167, 7.3832)  0.09
H (-15.2096, 11.1302, 8.3779)  0.04
H (-12.6674, 11.3587, 7.6492)  0.07
H (-13.6899, 12.7930, 7.7565)  0.08
H (-13.6105, 12.0504, 6.2197)  0.07
C (-21.2542, 13.6376, 11.9548)  -0.25
S (-21.2608, 11.8523, 11.6694)  0.86
O (-21.2018, 11.6262, 10.1766)  -0.57
C (-19.6214, 11.5230, 12.3025)  -0.24
H (-20.2848, 14.0538, 11.7776)  0.05
H (-21.4342, 13.7196, 13.0195)  0.05
H (-22.0510, 14.1072, 11.3797)  0.06
H (-18.8433, 11.6375, 11.4999)  0.06
H (-19.7779, 10.4861, 12.5850)  0.02
H (-19.4529, 12.0975, 13.2377)  0.07
C (-15.0847, 9.2287, 11.5758)  -0.27
S (-14.3054, 10.7124, 11.0426)  0.85
O (-15.4026, 11.4226, 10.2690)  -0.58
C (-14.2953, 11.5666, 12.6538)  -0.23
H (-15.0504, 8.4974, 10.7709)  0.03
H (-16.1155, 9.4167, 11.8624)  0.06
H (-14.5313, 8.7702, 12.4335)  0.08
H (-13.6293, 12.4344, 12.4539)  0.06
H (-13.7216, 11.0685, 13.4265)  0.05
H (-15.3351, 11.8040, 12.8387)  0.05

## Properties
HOMO energy, eV: -9.037
Frontier orbital gap, eV: 9.37
LUMO energy, eV: 0.33
Energy above the lowest of the compared OMol25 structures with the same formula, charge and spin, kcal per mole: 0.0